Entry P
15
Properties=species:S:1:pos:R:3:nbo_charge:R:1 method="wB97M-V/def2-TZVPD" homo_ev=-8.4 spin_multiplicity=1 homo_lumo_gap_ev=9.3
C -0.40 0.26 0.67 -0.043
C -1.50 0.34 0.09 0.028
C 0.89 0.40 1.26 -0.492
C 1.89 -0.75 -0.73 -0.448
C 1.78 -0.58 0.68 -0.274
C -2.60 0.17 -0.85 -0.682
S 1.10 -2.18 0.13 0.063
H 1.37 1.37 0.93 0.228
H 0.98 0.40 2.27 0.236
H 1.03 -0.22 -1.27 0.223
H 2.65 -0.90 -1.32 0.216
H 2.69 -0.74 1.35 0.236
H -2.84 -0.84 -1.04 0.238
H -2.08 0.51 -1.75 0.236
H -3.45 0.85 -0.69 0.235



Entry Q
15
Properties=species:S:1:pos:R:3:nbo_charge:R:1 method="wB97M-V/def2-TZVPD" homo_ev=-8.2 spin_multiplicity=1 homo_lumo_gap_ev=8.4
C 0.49 1.57 -0.87 -0.101
C 0.34 0.27 -1.22 -0.252
C -0.10 1.73 0.45 -0.466
C -0.84 0.43 0.74 -0.316
C -0.32 -0.51 -0.28 0.021
C -0.08 -1.94 -0.10 -0.662
S -2.35 0.05 -0.24 -0.066
H 1.01 2.33 -1.32 0.212
H 0.81 -0.37 -1.93 0.215
H 0.73 1.80 1.14 0.227
H -0.67 2.66 0.43 0.236
H -0.87 0.10 1.84 0.237
H 0.77 -2.43 -0.56 0.235
H -0.99 -2.72 -0.26 0.258
H 0.21 -2.10 1.03 0.222



Entry R
15
Properties=species:S:1:pos:R:3:nbo_charge:R:1 method="wB97M-V/def2-TZVPD" homo_ev=-8.6 spin_multiplicity=1 homo_lumo_gap_ev=9.6
C -2.16 -0.09 0.07 -0.339
C -0.98 0.79 0.46 -0.386
C 1.39 0.61 -0.38 -0.324
C 1.61 -0.47 0.67 -0.432
C 0.69 -0.72 -0.51 -0.232
C -0.77 -0.34 -0.54 -0.245
H -2.88 0.14 -0.70 0.228
H -2.51 -0.64 0.92 0.221
H -0.63 0.55 1.48 0.206
H 2.21 0.82 -1.02 0.226
H 2.48 -1.02 0.71 0.222
H 1.19 -0.29 1.66 0.213
H 1.01 -1.49 -1.22 0.230
H -0.85 0.10 -1.50 0.198
S 0.22 2.06 -0.10 0.212



Which structure wins on stability? entry Q wins.



Entry P
9
Properties=species:S:1:pos:R:3:nbo_charge:R:1 method="wB97M-V/def2-TZVPD" homo_ev=-10.1 spin_multiplicity=1 homo_lumo_gap_ev=8.0
C -0.30 -2.65 -0.69 0.396
C 1.35 0.86 0.38 -0.862
N -1.22 -1.92 -0.59 -0.940
P -2.61 -1.07 -0.02 0.868
S -2.27 0.82 -0.10 -0.317
H 1.12 2.07 -0.33 0.177
H 2.23 0.42 -0.25 0.239
H 1.30 1.07 1.51 0.233
H 0.40 0.39 0.08 0.206



Entry Q
9
Properties=species:S:1:pos:R:3:nbo_charge:R:1 method="wB97M-V/def2-TZVPD" homo_ev=-9.0 spin_multiplicity=1 homo_lumo_gap_ev=9.0
C 0.44 -0.61 -0.40 -0.255
C 0.00 0.16 0.88 -0.556
N -0.27 -0.09 -1.62 -0.874
P -1.32 1.07 -1.47 0.919
S -1.34 1.41 0.62 -0.122
H 1.64 -0.44 -0.52 0.212
H 0.14 -1.68 -0.39 0.217
H -0.27 -0.50 1.74 0.236
H 0.97 0.69 1.16 0.223



Entry R
9
Properties=species:S:1:pos:R:3:nbo_charge:R:1 method="wB97M-V/def2-TZVPD" homo_ev=-8.6 spin_multiplicity=1 homo_lumo_gap_ev=8.1
C -0.40 0.51 -0.29 0.232
C -0.97 -0.45 0.58 -0.686
N 0.76 0.99 -0.40 -0.784
P 2.41 0.99 -0.25 0.872
S 2.85 -0.82 -0.97 -0.531
H -1.07 0.75 -1.10 0.166
H -0.42 -0.67 1.60 0.238
H -1.26 -1.33 0.02 0.257
H -1.90 0.04 0.80 0.236



Which structure wins on stability? entry Q wins.



Entry P
17
Properties=species:S:1:pos:R:3:nbo_charge:R:1 method="wB97M-V/def2-TZVPD" charge=+1 homo_ev=-13.5 spin_multiplicity=1 homo_lumo_gap_ev=6.9
C 1.60 -0.08 -2.20 -0.735
C 0.46 -0.50 -1.42 0.228
C 0.43 -0.37 -0.04 -0.387
C -0.27 -0.88 1.02 0.258
N 0.06 -0.47 2.31 -0.781
N -1.84 1.87 0.17 -1.062
H 1.80 -0.73 -3.06 0.285
H 1.52 0.96 -2.55 0.312
H -0.52 -0.58 -1.89 0.237
H -1.49 0.94 0.36 0.328
H 1.19 0.30 0.38 0.258
H -1.03 -1.67 1.02 0.222
H -0.75 -0.62 2.91 0.402
H 0.84 -1.01 2.69 0.431
H -1.84 2.40 1.03 0.374
H 2.57 -0.06 -1.68 0.255
H -2.79 1.86 -0.16 0.376



Entry Q
17
Properties=species:S:1:pos:R:3:nbo_charge:R:1 method="wB97M-V/def2-TZVPD" charge=+1 homo_ev=-14.6 spin_multiplicity=1 homo_lumo_gap_ev=7.1
C -1.17 0.40 0.36 0.240
C -0.24 1.04 -0.63 -0.492
C 1.20 0.78 -0.09 -0.380
C 1.50 -0.72 -0.10 -0.268
N 0.84 -1.20 1.14 -0.600
N -2.09 -0.52 -0.24 -0.778
H -0.16 -0.67 0.96 0.276
H -1.67 1.15 0.98 0.269
H -0.36 2.12 -0.70 0.284
H -0.33 0.60 -1.62 0.246
H 1.21 1.07 0.94 0.228
H 1.91 1.36 -0.63 0.257
H 2.56 -0.89 -0.04 0.267
H 1.18 -1.16 -1.07 0.208
H -2.77 -0.11 -0.88 0.439
H -2.57 -1.07 0.46 0.400
H 0.95 -2.21 1.16 0.403



Which structure wins on stability? entry P wins.



Entry P
17
Properties=species:S:1:pos:R:3:nbo_charge:R:1 method="wB97M-V/def2-TZVPD" charge=+1 homo_ev=-13.3 spin_multiplicity=1 homo_lumo_gap_ev=9.8
C -1.26 0.98 0.68 -0.181
C -0.53 -0.30 1.04 -0.491
C 0.52 -0.70 0.00 0.118
C 0.42 -1.84 -0.62 -0.421
N 1.73 0.15 -0.04 -0.881
N -0.81 1.35 -0.84 -0.741
H -1.07 1.79 1.35 0.241
H -2.28 0.74 0.69 0.229
H 0.09 -0.41 1.95 0.266
H -1.29 -1.05 1.25 0.254
H -0.52 -2.01 -1.09 0.208
H 1.22 -2.46 -1.15 0.229
H 0.23 1.17 -0.89 0.484
H 2.30 0.24 0.84 0.398
H 2.43 -0.35 -0.65 0.400
H -1.01 2.25 -1.30 0.447
H -1.42 0.74 -1.42 0.440



Entry Q
17
Properties=species:S:1:pos:R:3:nbo_charge:R:1 method="wB97M-V/def2-TZVPD" charge=+1 homo_ev=-14.6 spin_multiplicity=1 homo_lumo_gap_ev=10.9
C 0.37 -0.57 -0.04 0.402
C 2.77 -0.15 -0.11 -0.429
C -2.16 -0.90 0.10 -0.418
C -1.21 1.27 0.03 -0.440
N 1.34 0.27 0.21 -0.517
N -0.93 -0.13 -0.10 -0.344
H 0.68 -1.69 -0.12 0.250
H 3.39 0.45 0.53 0.240
H 3.05 -1.25 0.15 0.237
H 3.06 -0.16 -1.10 0.226
H -2.56 -1.01 1.08 0.235
H -2.04 -1.94 -0.40 0.231
H -2.87 -0.44 -0.57 0.227
H -1.13 1.74 1.08 0.228
H -2.18 1.52 -0.16 0.243
H -0.66 1.76 -0.65 0.204
H 1.09 1.24 0.05 0.423



Which structure wins on stability? entry Q wins.